The following is a quantum chemistry calculation of 2 unconnected molecules or ions with the total composition C2H8N2O, from OMol25.

Highest occupied orbital energy, eV: -8.466
Orbital gap, eV: 9.1
Energy above the lowest of the compared OMol25 structures with the same formula, charge and spin, kJ/mol: 544.4

Positions of all 13 atoms, in Å:
C -0.609 -1.181 -0.187
C -0.865 1.284 0.388
H 1.534 0.069 -1.424
H -0.008 1.856 0.734
N 0.515 -0.288 0.238
H 0.733 -0.491 1.211
H -0.379 -2.218 0.107
O -1.660 -0.656 0.442
H -0.609 -1.126 -1.299
N 1.732 -0.337 -0.514
H -1.728 1.405 1.025
H 2.416 0.258 -0.057
H -1.071 1.424 -0.665